The following is a DFT calculation (ωB97M-V with the def2-TZVPD basis set) of an isolated molecule of C2H5OP at a distorted geometry.

```
9
Properties=species:S:1:pos:R:3:forces:R:3
C 0.7222 -0.7151 0.4849 -0.70 4.53 2.68
C -0.4438 0.2892 0.1627 -2.45 -2.90 0.27
P -0.8346 1.3500 -1.3375 -0.25 0.13 1.58
O -0.4967 0.7375 -2.6162 0.44 -0.74 -0.81
H 0.6783 -0.9471 1.6110 -0.07 -0.03 -1.82
H 0.7608 -1.5367 -0.1212 0.61 -1.89 -1.55
H 1.4631 0.1135 0.4152 0.98 -1.76 -0.27
H -1.4817 -0.2583 0.4336 1.66 1.26 -0.94
H -0.3673 0.9669 0.9675 -0.21 1.41 0.86
```
Positions in Å, forces in eV/Å.

Output
SMILES: CCP=O
Net charge: 0
Total energy in eV: -13489.999
Largest force on an atom in Eh/bohr: 0.1032
ΔE to the lowest compared entry with this formula, charge and spin in kcal/mol: 20.2
Lowest unoccupied orbital energy in eV: -0.495

Taken from the natural (NBO) analysis, the atomic charges in e are:
1. C -0.592
2. C -0.853
3. P 1.329
4. O -0.978
5. H 0.210
6. H 0.216
7. H 0.213
8. H 0.235
9. H 0.221


The following is a DFT calculation (ωB97M-V with the def2-TZVPD basis set) of a structure of composition C29H21BrCaClN4O2S7 at a distorted geometry.

```
66
Properties=species:S:1:pos:R:3:forces:R:3
Ca -0.5550 0.4628 -0.1814 -0.22 -0.29 -0.94
Br 0.3777 -2.1878 -7.3959 -0.02 0.01 0.07
C -0.0469 -1.8592 -5.5662 -0.08 -0.14 -0.11
C -1.3555 -2.1301 -5.1046 0.11 0.05 -0.05
C -1.6706 -1.8998 -3.8044 -0.03 0.01 0.11
C -0.7266 -1.3651 -2.8625 -0.04 -0.03 0.11
O -1.0587 -1.2346 -1.6477 0.22 0.34 0.20
C 0.5795 -1.0440 -3.3758 -0.19 -0.12 0.00
C 1.6072 -0.4158 -2.6289 0.24 0.12 0.14
N 1.5528 0.1739 -1.4667 -0.03 -0.15 -0.13
C 2.7301 0.7375 -0.9550 0.03 -0.10 -0.03
C 3.8642 1.0496 -1.6775 -0.10 0.08 -0.06
C 5.0290 1.5389 -1.0631 0.10 0.06 0.13
C 5.0910 1.7345 0.2878 0.01 -0.01 -0.15
C 3.9417 1.4837 1.0647 -0.20 -0.11 0.08
C 3.9142 1.6749 2.4648 0.01 0.06 -0.01
C 2.7669 1.4490 3.1663 0.09 0.07 0.10
C 1.6205 1.0289 2.4661 -0.02 -0.07 -0.08
N 1.6146 0.8131 1.1744 -0.14 -0.01 -0.10
C 2.7546 1.0148 0.4517 -0.01 0.01 0.09
C 0.8900 -1.3516 -4.7287 0.09 0.08 0.14
H -2.1050 -2.4951 -5.7947 0.02 -0.01 -0.02
H -2.6718 -2.0761 -3.4324 0.02 -0.03 0.00
H 2.5713 -0.4480 -3.1438 0.01 -0.01 0.00
H 3.8708 0.9394 -2.7528 -0.01 -0.02 0.01
H 5.8905 1.7600 -1.6814 -0.01 -0.01 0.00
H 5.9910 2.0982 0.7683 0.00 0.00 -0.01
H 4.8218 2.0003 2.9627 -0.02 0.01 0.01
H 2.7234 1.5834 4.2393 -0.01 -0.01 -0.02
H 0.6857 0.8485 2.9893 0.01 0.01 -0.01
H 1.8847 -1.1330 -5.1008 0.00 0.01 0.02
S -6.7203 -2.5413 4.1543 -0.09 0.05 0.17
C -5.5299 -1.8444 3.2623 0.12 -0.24 -0.31
S -5.8094 -0.9488 1.8215 0.16 0.08 0.08
C -4.1281 -0.6476 1.4098 -0.28 0.03 -0.03
C -3.1691 -1.1425 2.2456 -0.12 -0.06 0.07
S -1.4678 -1.0356 2.1600 0.25 0.07 0.07
S -3.8407 -2.0394 3.5994 0.00 0.09 0.07
S -3.7541 0.3365 0.0437 0.35 0.16 0.06
O -2.1678 2.1907 0.8962 -0.38 -0.14 0.51
N -3.2081 1.7033 1.1788 0.15 0.18 -0.23
Cl -3.3606 0.1343 -7.3191 -0.01 0.01 0.00
C -2.7754 0.7839 -5.7985 -0.08 0.00 0.10
C -3.6461 0.9702 -4.7378 -0.06 0.00 0.05
C -3.1712 1.4419 -3.5242 0.11 0.03 -0.08
C -1.8068 1.7479 -3.3114 0.01 0.02 -0.06
C -1.2823 2.1868 -2.0411 0.10 0.32 0.47
C -0.9667 1.5555 -4.4322 -0.07 -0.03 -0.07
C -1.4336 1.0818 -5.6460 0.17 0.12 0.01
H -4.6981 0.7416 -4.8634 0.01 0.01 0.02
H -3.8711 1.5972 -2.7122 -0.05 -0.03 0.04
H -1.9581 2.8197 -1.4534 -0.22 -0.17 -0.21
H -0.3478 2.7512 -2.1261 0.08 -0.19 -0.21
H 0.0884 1.7877 -4.3276 -0.02 0.00 -0.02
H -0.7560 0.9357 -6.4792 0.00 0.01 0.02
S 0.6274 4.1929 0.0488 0.13 -0.16 0.00
C 1.8382 4.8039 0.9625 -0.10 0.31 0.05
N 1.7617 5.1464 2.2693 0.01 -0.08 0.01
C 3.0004 5.4732 2.9497 -0.01 -0.03 -0.04
C 3.8887 6.0890 1.8774 0.00 -0.02 -0.12
S 3.4368 5.2122 0.3477 0.03 -0.08 0.02
H 0.9502 4.8274 2.7751 -0.02 0.01 -0.01
H 3.4645 4.5708 3.3578 0.03 -0.05 0.04
H 2.8131 6.1749 3.7623 -0.01 -0.01 0.01
H 4.9465 5.9480 2.0869 0.00 0.00 0.02
H 3.6836 7.1506 1.7460 -0.01 0.01 0.04
```
Positions in Å, forces in eV/Å.

Output
Net charge: -1
Total energy in eV: -217322.976
Largest force on an atom in Eh/bohr: 0.0195
ΔE to the lowest compared entry with this formula, charge and spin in kcal/mol: 23.2
Lowest unoccupied orbital energy in eV: 1.406

Taken from the natural (NBO) analysis, the atomic charges in e are:
1. Ca 1.710
2. Br 0.005
3. C -0.155
4. C -0.177
5. C -0.278
6. C 0.456
7. O -0.797
8. C -0.203
9. C 0.195
10. N -0.611
11. C 0.154
12. C -0.247
13. C -0.183
14. C -0.224
15. C -0.106
16. C -0.130
17. C -0.281
18. C 0.062
19. N -0.509
20. C 0.220
21. C -0.184
22. H 0.227
23. H 0.225
24. H 0.146
25. H 0.214
26. H 0.211
27. H 0.206
28. H 0.208
29. H 0.219
30. H 0.219
31. H 0.208
32. S -0.119
33. C -0.572
34. S 0.473
35. C -0.553
36. C -0.316
37. S -0.427
38. S 0.469
39. S 0.339
40. O -0.301
41. N 0.104
42. Cl -0.066
43. C -0.097
44. C -0.231
45. C -0.256
46. C -0.004
47. C -0.989
48. C -0.202
49. C -0.249
50. H 0.209
51. H 0.196
52. H 0.183
53. H 0.192
54. H 0.189
55. H 0.215
56. S -0.090
57. C -0.101
58. N -0.605
59. C -0.222
60. C -0.538
61. S 0.300
62. H 0.418
63. H 0.191
64. H 0.210
65. H 0.230
66. H 0.217


The following is a DFT calculation (ωB97M-V with the def2-TZVPD basis set) of a structure of composition C13H41N7O7 at a distorted geometry.

```
68
Properties=species:S:1:pos:R:3:forces:R:3
C -0.6942 7.6192 -4.9802 -0.61 0.13 -0.76
C -1.9603 6.7870 -4.5744 1.04 1.71 0.45
O -2.0896 6.8148 -3.1474 3.01 -4.92 -10.39
H 0.1877 7.0923 -5.3445 -0.77 0.16 -0.07
H -0.3415 8.3155 -4.2194 -0.28 -0.23 0.48
H -1.0250 8.3149 -5.7513 0.83 -1.54 0.19
H -1.9709 5.8074 -5.0522 -0.13 0.01 0.41
H -2.8420 7.3816 -4.8140 0.00 -0.35 -1.08
H -1.6182 6.0334 -2.8493 -0.05 4.83 -0.07
C 1.9809 5.5076 -5.3370 0.00 -0.10 -0.08
C 2.4341 4.3691 -4.4083 0.66 -2.02 -3.51
O 2.7298 4.8518 -3.1381 6.95 -2.00 0.66
H 2.7583 6.2713 -5.3155 0.12 0.03 -0.12
H 1.0625 5.9836 -4.9932 0.75 -0.62 -0.18
H 1.7818 5.2444 -6.3759 0.42 -0.50 0.09
H 3.2583 3.8022 -4.8414 0.50 0.47 -0.08
H 1.7282 3.5655 -4.1986 -0.09 0.39 -1.79
H 2.8530 4.0344 -2.6500 0.51 0.34 0.95
C 0.5817 7.5750 -1.1967 -1.24 0.69 1.09
C -0.5261 6.5502 -0.8013 1.89 0.41 -0.02
O -0.6937 6.5953 0.5842 -0.40 -0.16 0.69
H 0.3503 8.4828 -0.6395 0.17 0.36 -0.56
H 0.6224 7.6908 -2.2798 -0.38 2.36 0.79
H 1.5914 7.2638 -0.9289 -0.15 -0.38 0.36
H -0.0789 5.6303 -1.1781 -0.44 0.03 1.96
H -1.5073 6.6283 -1.2696 0.68 0.92 0.34
H -1.6292 6.3987 0.6724 0.07 -0.03 0.74
C -3.4654 9.3562 -3.2420 1.11 -0.19 3.57
O -3.2234 9.6361 -4.3957 -0.10 -3.53 1.21
N -2.9898 8.3524 -2.5824 -5.66 8.02 3.91
N -3.9934 10.1544 -2.3380 -2.81 3.91 1.58
H -3.3127 8.2114 -1.6359 -0.06 -0.04 -0.33
H -2.4854 7.6231 -3.0659 -1.61 4.51 0.38
H -3.6573 9.9293 -1.4126 -0.65 0.93 -0.24
H -4.3815 11.0648 -2.5400 0.21 -0.08 0.08
C -2.2756 11.1302 -6.3840 -0.24 3.32 0.01
O -1.7623 12.1094 -6.9232 0.83 -0.17 -0.78
N -1.6882 9.9325 -6.2266 0.33 -0.65 -0.89
N -3.4807 11.2579 -5.7835 0.07 2.20 -2.29
H -2.1255 9.3295 -5.5445 0.20 0.32 -0.40
H -0.8640 9.6314 -6.7266 -0.35 0.89 -0.11
H -3.7251 10.3880 -5.3322 -1.10 2.02 0.57
H -3.8806 12.1727 -5.6310 0.34 -0.30 -0.34
C -0.2853 4.8263 -2.8876 3.57 3.29 -0.45
O -1.3963 5.1973 -2.6284 1.52 -17.98 4.61
N 0.0415 3.6076 -3.0252 0.53 -5.40 -0.17
N 0.7563 5.6589 -2.9731 -4.43 1.31 -0.27
H -0.6332 2.8787 -2.8418 0.31 0.02 -0.05
H 1.0405 3.4616 -2.9983 -1.26 -0.92 0.58
H 0.6549 6.6095 -2.6472 -0.15 -1.52 -1.11
H 1.6477 5.3440 -3.3285 -2.46 1.59 1.69
C -5.2072 9.2075 -6.7530 0.39 -0.94 1.33
C -5.0746 7.9284 -7.5301 2.60 -1.16 -0.30
C -4.8911 6.5863 -6.7239 -0.24 0.42 -1.04
O -3.6888 5.9426 -7.2212 -0.61 -0.58 0.08
C -3.4690 4.5763 -6.8106 0.02 1.24 0.20
N -6.0118 7.8653 -8.6009 -1.25 -0.65 -0.47
H -5.7153 8.9261 -5.8307 -0.93 0.51 0.09
H -5.7124 9.9662 -7.3508 0.07 0.07 0.36
H -4.2807 9.5907 -6.3256 -0.71 -0.77 -1.53
H -4.1253 7.8740 -8.0629 0.42 0.59 0.08
H -5.7427 5.9465 -6.9553 -0.15 -0.15 0.23
H -4.8392 6.8042 -5.6572 0.20 -0.23 0.23
H -2.5734 4.2374 -7.3313 0.13 0.18 0.19
H -4.2338 3.8308 -7.0285 -0.58 0.42 -0.26
H -3.3282 4.6069 -5.7301 0.15 -0.50 0.13
H -6.8832 8.2133 -8.2272 -0.52 -0.01 -0.32
H -5.7110 8.5378 -9.2918 -0.17 0.02 -0.21
```
Positions in Å, forces in eV/Å.

Output
Net charge: 0
Total energy in eV: -38891.373
Largest force on an atom in Eh/bohr: 0.3621
ΔE to the lowest compared entry with this formula, charge and spin in kcal/mol: 465.1
Lowest unoccupied orbital energy in eV: -0.460

Taken from the natural (NBO) analysis, the atomic charges in e are:
1. C -0.651
2. C -0.123
3. O -0.700
4. H 0.185
5. H 0.214
6. H 0.230
7. H 0.187
8. H 0.209
9. H 0.424
10. C -0.670
11. C -0.114
12. O -0.663
13. H 0.229
14. H 0.247
15. H 0.241
16. H 0.199
17. H 0.157
18. H 0.488
19. C -0.610
20. C -0.062
21. O -0.712
22. H 0.237
23. H 0.176
24. H 0.213
25. H 0.141
26. H 0.183
27. H 0.468
28. C 0.793
29. O -0.741
30. N -0.856
31. N -0.835
32. H 0.337
33. H 0.403
34. H 0.383
35. H 0.382
36. C 0.765
37. O -0.715
38. N -0.908
39. N -0.874
40. H 0.426
41. H 0.395
42. H 0.401
43. H 0.393
44. C 0.790
45. O -0.592
46. N -0.782
47. N -0.854
48. H 0.421
49. H 0.368
50. H 0.389
51. H 0.399
52. C -0.632
53. C -0.085
54. C -0.065
55. O -0.559
56. C -0.249
57. N -0.817
58. H 0.191
59. H 0.211
60. H 0.237
61. H 0.202
62. H 0.178
63. H 0.164
64. H 0.188
65. H 0.173
66. H 0.160
67. H 0.337
68. H 0.356


The following is a DFT calculation (ωB97M-V with the def2-TZVPD basis set) of an isolated molecule of C6H10S2 at a distorted geometry.

```
18
Properties=species:S:1:pos:R:3:forces:R:3
S 0.5809 -1.7940 2.1064 -0.94 -0.76 -0.40
C -0.1642 -0.9204 0.6910 -0.71 -0.67 0.40
C 0.7673 -0.7275 -0.4695 1.56 0.04 -0.18
C 0.1437 -0.8400 -1.8350 -0.26 0.07 0.61
C 0.3300 0.4922 -1.2219 0.83 1.07 -0.15
C -0.7459 1.1501 -0.4048 -1.98 -1.60 -0.98
C -0.8393 0.4474 0.9521 0.30 0.11 0.01
S -0.1416 1.5225 2.2710 0.41 -0.44 -0.48
H 1.4780 -0.9018 2.4404 0.52 0.73 0.12
H -1.0052 -1.5888 0.3573 0.79 0.32 0.48
H 1.8370 -0.8730 -0.2497 -0.63 -0.29 -0.54
H -0.8731 -1.1667 -1.8463 -0.47 -0.58 -0.13
H 0.7284 -1.0677 -2.6933 0.38 -0.24 -0.44
H 1.0444 1.1378 -1.7509 -0.18 -0.25 0.56
H -0.5676 2.1635 -0.2823 0.28 1.95 0.16
H -1.7547 1.0400 -0.8781 0.70 0.24 0.03
H -1.8854 0.2528 1.1679 -0.01 0.30 0.61
H 1.0673 1.6736 1.6456 -0.58 -0.01 0.31
```
Positions in Å, forces in eV/Å.

Output
SMILES: S[C@@H]1[C@H]2C[C@H]2C[C@@H]1S
Net charge: 0
Total energy in eV: -28053.461
Largest force on an atom in Eh/bohr: 0.0532
ΔE to the lowest compared entry with this formula, charge and spin in kcal/mol: 20.3
Lowest unoccupied orbital energy in eV: 0.777

Taken from the natural (NBO) analysis, the atomic charges in e are:
1. S -0.004
2. C -0.345
3. C -0.256
4. C -0.397
5. C -0.238
6. C -0.421
7. C -0.318
8. S -0.034
9. H 0.116
10. H 0.231
11. H 0.234
12. H 0.202
13. H 0.225
14. H 0.223
15. H 0.230
16. H 0.205
17. H 0.230
18. H 0.116


The following is a DFT calculation (ωB97M-V with the def2-TZVPD basis set) of a structure of composition C24H23N5O4SeZn at a distorted geometry.

```
58
Properties=species:S:1:pos:R:3:forces:R:3
Zn -0.4660 -0.9730 -0.8293 -0.12 -0.41 0.78
O -4.2919 -2.7820 -2.6193 -0.56 -0.03 -0.02
C -3.2202 -2.2585 -2.0242 0.48 -0.29 -0.43
O -2.0913 -2.5385 -2.3311 -0.10 0.00 0.06
C -3.5446 -1.3001 -0.9360 -0.46 0.24 0.17
C -4.8309 -0.8847 -0.6236 0.24 -0.14 -0.12
C -4.9945 0.0085 0.4297 0.21 0.01 0.11
C -3.8826 0.4042 1.1543 0.05 -0.07 -0.14
C -2.6312 -0.0789 0.7772 -0.02 0.16 0.50
N -2.4789 -0.8791 -0.2600 -0.12 -0.10 -0.30
C -1.3532 0.1875 1.5988 -0.36 -0.02 0.07
O -1.4703 0.7575 2.6703 -0.25 0.25 0.29
O -0.3045 -0.2891 1.0876 0.30 -0.04 -0.22
H -4.0133 -3.4141 -3.3007 0.18 0.15 0.13
H -5.6668 -1.2543 -1.1981 -0.02 0.01 0.01
H -5.9802 0.3665 0.6911 -0.03 0.02 0.01
H -3.9298 1.0730 1.9996 -0.05 0.00 0.09
C -0.5860 2.3862 -0.7476 -0.08 0.33 0.21
N -0.2273 1.1257 -1.3530 0.29 -0.09 -0.50
C 0.5478 1.1522 -2.3833 -0.34 0.60 0.27
C 0.9689 -0.0468 -2.9778 0.59 -0.62 -0.72
C 1.6908 -0.3024 -4.1507 -0.14 0.40 0.28
C 1.7509 -1.6831 -4.2735 0.04 -0.28 -0.08
C 1.0768 -2.2110 -3.1740 0.04 -0.15 -0.03
N 0.6174 -1.2347 -2.3916 0.08 0.35 -0.39
C 0.5121 3.0364 0.0742 -0.03 0.04 -0.07
C 0.6110 4.4225 0.1135 -0.12 -0.09 -0.08
C 1.5392 5.0451 0.9287 0.03 0.10 0.05
C 2.3929 4.2861 1.7103 0.03 0.13 0.02
C 2.3235 2.9069 1.6516 0.04 -0.03 0.04
C 1.3923 2.2846 0.8419 0.01 -0.08 -0.10
H -1.4332 2.2049 -0.0738 0.00 0.14 -0.19
H -0.9094 3.1008 -1.5216 -0.05 -0.12 0.20
H 0.8847 2.0927 -2.8260 -0.02 0.07 0.06
H 2.1068 0.4351 -4.8118 0.06 0.13 -0.13
H 2.2156 -2.2469 -5.0598 0.10 -0.09 -0.12
H 0.9066 -3.2399 -2.9198 0.01 -0.21 0.07
H -0.0514 5.0197 -0.4995 -0.07 0.05 -0.03
H 1.5907 6.1237 0.9588 0.02 0.09 -0.01
H 3.1025 4.7667 2.3651 0.12 0.08 0.05
H 2.9892 2.3094 2.2565 0.06 -0.07 0.07
H 1.3315 1.2099 0.8240 -0.06 -0.14 0.01
C 3.2488 -1.5432 0.0087 0.15 -0.08 -0.64
N 2.5047 -1.5341 1.2352 -0.49 -0.05 0.55
C 2.8083 -0.8057 2.3502 0.00 0.26 0.65
C 1.8902 -1.1064 3.2989 0.52 0.37 0.11
N 1.0359 -2.0256 2.7617 0.51 0.17 -0.43
C -0.1152 -2.6186 3.3758 -0.50 -0.28 0.13
C 1.3956 -2.2486 1.4865 -0.06 -0.63 -0.22
Se 0.5218 -3.3475 0.3094 -0.33 -0.44 -0.38
H 4.1834 -1.0070 0.1608 -0.05 0.01 0.03
H 2.6765 -1.0729 -0.7942 0.07 -0.03 0.02
H 3.4588 -2.5739 -0.2794 -0.02 0.07 -0.02
H 3.6448 -0.1399 2.3745 0.17 0.13 0.06
H 1.7972 -0.7425 4.3003 -0.09 0.08 0.17
H -0.2946 -2.1648 4.3466 0.12 0.04 0.01
H 0.0403 -3.6943 3.4749 -0.06 0.07 0.06
H -0.9904 -2.4633 2.7430 0.09 0.03 0.02
```
Positions in Å, forces in eV/Å.

Output
Net charge: 0
Total energy in eV: -154669.143
Largest force on an atom in Eh/bohr: 0.0218
ΔE to the lowest compared entry with this formula, charge and spin in kcal/mol: 7.3
Lowest unoccupied orbital energy in eV: -0.463

Taken from the natural (NBO) analysis, the atomic charges in e are:
1. Zn 1.676
2. O -0.672
3. C 0.762
4. O -0.564
5. C 0.073
6. C -0.196
7. C -0.161
8. C -0.189
9. C 0.119
10. N -0.525
11. C 0.748
12. O -0.658
13. O -0.868
14. H 0.510
15. H 0.243
16. H 0.228
17. H 0.257
18. C -0.250
19. N -0.632
20. C 0.165
21. C -0.047
22. C -0.242
23. C -0.340
24. C -0.005
25. N -0.720
26. C -0.048
27. C -0.207
28. C -0.212
29. C -0.222
30. C -0.210
31. C -0.156
32. H 0.206
33. H 0.191
34. H 0.177
35. H 0.213
36. H 0.215
37. H 0.210
38. H 0.203
39. H 0.210
40. H 0.209
41. H 0.199
42. H 0.231
43. C -0.408
44. N -0.366
45. C -0.081
46. C -0.044
47. N -0.358
48. C -0.400
49. C 0.294
50. Se -0.362
51. H 0.211
52. H 0.237
53. H 0.232
54. H 0.227
55. H 0.231
56. H 0.218
57. H 0.219
58. H 0.233